[1]
Density functional theory data (ωB97M-V/def2-TZVPD) for C14H33LuN5OP2 as an isolated structure.

CARTESIAN COORDINATES (ANGSTROEM)
Lu 0.15 -0.52 0.30
P 2.19 0.59 1.96
P -2.07 -2.07 0.99
N 1.81 -0.06 -1.14
N -0.47 -1.36 -1.67
H 2.35 -0.36 -3.20
H -0.18 -0.86 -3.73
H 1.10 0.87 -2.91
C 1.47 -0.12 -2.57
H 0.91 -2.12 -3.12
C 0.40 -1.17 -2.84
H 3.44 1.21 -1.58
H -1.77 -2.58 -2.78
C 2.86 0.72 -0.77
C -1.51 -2.20 -1.77
C 3.25 0.90 0.55
C -2.30 -2.62 -0.70
H 4.18 1.44 0.68
H -3.10 -3.31 -0.97
H -2.16 -3.33 1.65
H -3.40 -1.62 1.21
H 3.10 -0.24 2.67
H 2.43 1.82 2.64
H 0.82 -3.45 -1.09
C 1.56 -3.55 -0.30
C 1.07 -4.46 0.80
C 2.90 -3.94 -0.88
O 1.67 -2.21 0.36
H 1.02 -5.50 0.45
H 1.77 -4.40 1.65
H 0.08 -4.17 1.15
H 3.18 -3.31 -1.73
H 3.69 -3.89 -0.13
H 2.84 -4.97 -1.25
H 2.19 -1.57 -0.24
C -2.36 3.30 -1.53
N -2.07 3.40 -0.11
C -2.80 4.44 0.62
C -1.51 2.36 0.53
N -1.22 1.22 -0.11
N -1.26 2.49 1.87
C -0.56 3.68 2.37
C -1.19 1.31 2.72
H -2.85 4.22 -1.85
H -3.03 2.45 -1.76
H -1.43 3.18 -2.11
H -3.34 4.01 1.48
H -2.13 5.23 0.96
H -3.53 4.88 -0.08
H -1.57 1.24 -1.07
H -1.16 4.16 3.16
H 0.42 3.40 2.79
H -0.40 4.39 1.55
H -0.22 0.77 2.60
H -1.26 1.64 3.77
H -2.02 0.63 2.51

Calculated values
⟨S²⟩: 0.785
multiplicity: 2
molar mass: 524.4 g/mol
LUMO energy (alpha / beta): -5.668 / -9.198 eV
net charge: +2

=====

[2]
Density functional theory data (ωB97M-V/def2-TZVPD) for a 5-piece molecular cluster, C14H33N2O5S overall.

CARTESIAN COORDINATES (ANGSTROEM)
C 3.06 -1.36 2.74
C 3.09 -1.41 1.12
C 3.52 -0.03 0.41
C 2.36 1.06 0.28
C 1.15 0.65 -0.69
C 0.22 1.96 -0.87
C -0.40 2.51 0.50
C -1.30 1.46 1.31
S -3.14 1.58 0.89
C -3.54 -0.18 0.41
N -3.73 -0.61 -0.94
N -3.95 -1.96 -0.78
C -3.90 -2.34 0.61
O -3.63 -1.18 1.40
H 4.12 -1.65 3.11
H 2.77 -0.32 3.13
H 3.92 -2.18 0.85
H 2.11 -1.86 0.72
H 4.04 -0.29 -0.58
H 4.34 0.44 1.08
H 2.84 2.00 -0.19
H 1.99 1.31 1.34
H 1.54 0.39 -1.74
H 0.56 -0.27 -0.34
H -0.57 1.83 -1.71
H 0.94 2.79 -1.25
H -1.06 3.43 0.26
H 0.47 2.82 1.21
H -0.93 0.40 1.05
H -1.25 1.54 2.45
H -4.02 -3.42 0.96
C -0.23 3.85 4.99
O 0.16 3.11 3.84
H -0.48 4.87 4.69
H -1.12 3.39 5.44
H 0.59 3.87 5.71
H 0.36 2.21 4.13
C 6.77 -1.14 -1.24
O 6.95 -0.29 -0.12
H 5.76 -1.55 -1.20
H 6.90 -0.58 -2.16
H 7.49 -1.96 -1.20
H 7.85 0.06 -0.17
C -2.90 0.57 -4.32
O -3.61 1.41 -3.43
H -2.77 1.09 -5.27
H -1.92 0.34 -3.90
H -3.46 -0.36 -4.48
H -3.71 0.92 -2.59
C -5.39 -4.35 -2.72
O -6.28 -5.36 -2.27
H -4.46 -4.81 -3.05
H -5.85 -3.81 -3.56
H -5.18 -3.65 -1.91
H -7.09 -4.92 -1.98

Calculated values
molar mass: 341.5 g/mol
LUMO energy: 2.061 eV
net charge: -1

=====

[3]
Density functional theory data (ωB97M-V/def2-TZVPD) for a 3-piece molecular cluster, C14H33N3O4 overall.

CARTESIAN COORDINATES (ANGSTROEM)
C -2.03 -3.71 1.03
N -0.77 -2.98 1.25
C -0.10 -2.57 0.01
C 0.55 -1.18 0.06
C -0.13 -0.10 -0.78
C 0.13 1.21 0.01
O 0.98 0.85 1.06
C 0.68 -0.45 1.38
O 0.59 -0.80 2.48
H -1.92 -4.79 1.12
H -2.47 -3.49 0.07
H -2.74 -3.42 1.79
H -0.15 -3.63 1.70
H -0.78 -2.60 -0.83
H 0.68 -3.27 -0.24
H 1.55 -1.31 -0.33
H -1.19 -0.28 -0.62
H 0.13 -0.04 -1.82
H -0.77 1.71 0.33
H 0.58 1.93 -0.66
C 4.94 2.66 3.91
O 3.94 1.71 3.60
C 3.07 1.38 4.67
C 1.93 2.39 4.91
C 2.37 3.67 5.60
N 1.23 2.72 3.67
H 5.29 2.55 4.94
H 4.58 3.68 3.74
H 5.78 2.48 3.23
H 2.62 0.43 4.40
H 3.64 1.22 5.59
H 1.21 1.90 5.58
H 2.88 4.35 4.92
H 1.50 4.21 5.99
H 3.04 3.47 6.44
H 0.84 1.87 3.27
H 1.93 3.01 2.99
C -0.99 0.46 -4.92
O -1.31 -0.59 -4.02
C -2.70 -0.78 -3.78
C -3.43 -1.59 -4.86
C -3.71 -0.81 -6.14
N -2.71 -2.83 -5.20
H -1.69 1.29 -4.83
H -0.97 0.10 -5.95
H 0.01 0.82 -4.67
H -2.75 -1.33 -2.84
H -3.19 0.19 -3.61
H -4.40 -1.87 -4.44
H -2.82 -0.72 -6.76
H -4.46 -1.33 -6.74
H -4.08 0.19 -5.92
H -2.63 -3.40 -4.37
H -1.75 -2.57 -5.42

Calculated values
SMILES: CNC[C@H]1CCOC1=O.COC[C@@H](C)N.COC[C@@H](C)N
energy relative to the best compared isomer or geometry (same formula, charge and spin): 0.0 kcal/mol
molar mass: 307.4 g/mol
LUMO energy: 0.583 eV
net charge: 0

=====

[4]
Density functional theory data (ωB97M-V/def2-TZVPD) for a 3-piece molecular cluster, C14H33NO7S overall.

CARTESIAN COORDINATES (ANGSTROEM)
C 3.94 3.56 -2.27
C 3.80 4.90 -3.26
N 3.20 4.61 -4.60
C 1.71 4.35 -4.59
C 0.81 5.43 -3.76
C 0.36 4.97 -2.25
O -0.73 3.99 -2.41
S 0.04 2.56 -2.91
O -0.94 1.43 -3.36
O 0.80 2.02 -1.64
C 1.32 2.76 -4.25
H 4.96 3.72 -1.66
H 3.10 3.49 -1.46
H 4.11 2.57 -2.88
H 4.93 5.22 -3.46
H 3.34 5.82 -2.68
H 3.63 3.69 -4.92
H 1.37 4.48 -5.73
H 1.41 6.46 -3.63
H -0.15 5.73 -4.40
H 1.24 4.62 -1.55
H -0.12 5.92 -1.73
H 2.25 2.11 -3.95
H 0.88 2.25 -5.24
C -1.37 -0.52 -0.57
O -2.27 -1.11 0.36
C -1.70 -1.20 1.67
C -2.25 -0.11 2.60
O -1.80 1.19 2.19
C -2.81 1.92 1.50
H -1.92 -0.32 -1.49
H -0.95 0.42 -0.20
H -0.56 -1.22 -0.79
H -0.60 -1.16 1.63
H -1.98 -2.18 2.08
H -1.87 -0.28 3.61
H -3.35 -0.15 2.64
H -3.59 2.24 2.21
H -3.26 1.32 0.70
H -2.35 2.81 1.06
C -0.80 -4.62 5.00
O -1.85 -5.42 4.47
C -1.84 -5.45 3.04
C -1.25 -6.76 2.51
O 0.15 -6.86 2.80
C 0.41 -7.73 3.90
H -0.75 -4.79 6.08
H 0.17 -4.88 4.56
H -1.01 -3.56 4.82
H -1.29 -4.59 2.63
H -2.88 -5.37 2.71
H -1.35 -6.78 1.42
H -1.80 -7.62 2.92
H 0.24 -8.77 3.59
H -0.21 -7.49 4.76
H 1.46 -7.61 4.18

Calculated values
SMILES: CCN[C@@H]1CCOS(=O)(=O)C1.COCCOC.COCCOC
molar mass: 359.5 g/mol
LUMO energy: 0.144 eV
net charge: 0

=====

[5]
Density functional theory data (ωB97M-V/def2-TZVPD) for C14H33OS5SiTm as an isolated structure.

CARTESIAN COORDINATES (ANGSTROEM)
Tm -0.16 -0.28 -0.23
C -3.46 0.07 1.07
C -3.48 -1.32 0.40
S -1.97 -2.31 0.82
C -1.72 -3.64 -0.41
C -1.52 -3.40 -1.90
S -0.31 -2.05 -2.34
C -1.13 -1.21 -3.78
C -0.59 0.14 -4.11
S -0.07 1.30 -2.74
C -1.52 2.27 -2.19
C -2.64 1.54 -1.41
S -2.36 1.40 0.41
H -3.19 -0.05 2.16
H -4.51 0.49 1.03
H -3.64 -1.25 -0.69
H -4.29 -1.92 0.82
H -2.60 -4.26 -0.25
H -0.85 -4.16 0.02
H -2.50 -3.19 -2.34
H -1.14 -4.29 -2.39
H -2.21 -1.18 -3.58
H -0.95 -1.92 -4.59
H -1.29 0.74 -4.75
H 0.32 0.04 -4.69
H -1.90 2.84 -3.08
H -1.12 3.04 -1.53
H -2.93 0.58 -1.85
H -3.51 2.18 -1.44
C 3.71 -0.04 2.52
Si 1.91 -0.33 3.11
C 1.22 1.43 3.45
C 1.81 -1.37 4.64
C 0.97 -1.30 1.76
H 3.93 1.03 2.44
H 3.88 -0.47 1.52
H 4.42 -0.55 3.18
H 1.97 2.20 3.17
H 0.98 1.57 4.51
H 0.28 1.67 2.92
H 2.45 -0.91 5.43
H 2.21 -2.39 4.46
H 0.76 -1.45 4.98
H 0.55 -2.19 2.21
H 1.77 -1.66 1.07
C 1.63 3.50 -0.43
S 2.53 2.05 0.19
C 3.50 1.70 -1.33
O 1.43 0.94 0.26
H 2.32 4.35 -0.51
H 0.81 3.74 0.26
H 1.16 3.31 -1.40
H 4.03 2.61 -1.59
H 2.82 1.45 -2.16
H 4.20 0.89 -1.14

Calculated values
⟨S²⟩: 2.003
multiplicity: 3
molar mass: 574.8 g/mol
LUMO energy (alpha / beta): -5.873 / -5.847 eV
net charge: +2

=====

[6]
Density functional theory data (ωB97M-V/def2-TZVPD) for C14H34BBr2I2KN4O7P2 as an isolated structure.

CARTESIAN COORDINATES (ANGSTROEM)
C -2.07 -3.43 1.12
C -1.11 -2.91 2.21
I -0.59 -4.59 3.46
C 0.10 -2.15 1.64
I -0.69 -0.61 0.31
C 1.11 -1.59 2.72
B 2.44 -2.47 2.56
O 3.34 -2.14 1.59
N 2.73 -3.65 3.40
C 2.85 -4.77 2.43
C 3.97 -3.54 4.14
O 0.54 -1.54 4.03
C -0.05 -0.33 4.20
O -0.80 -0.08 5.08
O 0.33 0.50 3.20
C 1.47 -0.09 2.56
P 2.90 0.84 3.40
O 4.17 0.59 2.35
Br 3.73 -0.22 5.26
H -1.73 -3.21 0.11
H -2.15 -4.51 1.18
H -3.08 -3.06 1.30
H -1.65 -2.21 2.86
H 0.65 -2.81 0.96
H 2.95 -1.63 0.86
H 2.03 -4.71 1.71
H 3.81 -4.78 1.91
H 2.70 -5.69 2.99
H 3.84 -3.09 5.12
H 4.32 -4.58 4.31
H 4.79 -3.04 3.61
H 1.63 0.26 1.54
H 4.93 0.35 2.89
K 6.37 -3.02 4.36
O -0.12 -3.31 6.60
H -0.95 -3.07 7.02
H 0.03 -2.62 5.94
O -2.33 1.11 -2.98
P -2.30 2.41 -3.71
N -1.94 1.94 -5.30
C -1.39 2.84 -6.30
C -2.94 1.06 -5.90
N -0.91 3.16 -2.96
C 0.41 2.96 -3.54
C -0.87 2.88 -1.53
N -3.08 3.93 -4.09
C -2.49 5.21 -3.71
C -4.51 3.92 -3.73
H -2.14 3.53 -6.71
H -0.99 2.25 -7.12
H -0.57 3.43 -5.91
H -3.84 1.61 -6.21
H -3.23 0.29 -5.19
H -2.52 0.56 -6.78
H 0.60 1.92 -3.83
H 1.17 3.28 -2.83
H 0.56 3.60 -4.41
H -0.48 1.89 -1.31
H -1.87 2.95 -1.09
H -0.25 3.63 -1.02
H -2.38 5.34 -2.63
H -3.14 6.00 -4.09
H -1.52 5.35 -4.18
H -4.66 3.95 -2.64
H -4.99 3.02 -4.11
H -5.02 4.77 -4.17
Br 4.91 -1.91 7.05

Calculated values
molar mass: 895.9 g/mol
LUMO energy: -1.032 eV
net charge: 0

=====

[7]
Density functional theory data (ωB97M-V/def2-TZVPD) for a 5-piece molecular cluster, C14H34Br6N2O2 overall.

CARTESIAN COORDINATES (ANGSTROEM)
C -0.92 0.46 -2.98
O 0.19 0.34 -2.14
C 1.31 1.05 -2.64
C 2.51 0.79 -1.76
C 2.75 -0.70 -1.48
N 2.29 1.43 -0.46
H -0.69 0.21 -4.02
H -1.31 1.49 -3.06
H -1.74 -0.17 -2.65
H 1.54 0.88 -3.70
H 1.03 2.11 -2.52
H 3.38 1.20 -2.27
H 3.65 -0.86 -0.88
H 3.03 -1.27 -2.38
H 1.91 -1.14 -0.95
H 1.38 1.11 -0.14
H 2.93 1.07 0.23
C -4.05 0.09 -0.16
O -4.65 0.81 -1.23
C -5.05 -0.07 -2.27
C -5.47 0.69 -3.52
C -6.61 1.64 -3.22
N -5.86 -0.30 -4.55
H -3.79 0.90 0.52
H -3.17 -0.45 -0.50
H -4.74 -0.58 0.35
H -4.19 -0.70 -2.55
H -5.85 -0.71 -1.90
H -4.59 1.19 -3.94
H -6.83 2.21 -4.13
H -6.42 2.31 -2.37
H -7.55 1.18 -2.91
H -6.50 0.12 -5.21
H -6.44 -1.01 -4.12
Br 3.91 -0.99 1.88
C 4.95 -2.51 1.18
C 5.26 -3.48 2.32
Br 6.32 -4.91 1.55
H 5.86 -2.10 0.76
H 4.34 -3.06 0.48
H 4.31 -3.88 2.69
H 5.80 -3.06 3.17
Br -1.02 1.55 1.42
C -0.94 -0.34 1.98
C 0.15 -0.52 3.04
Br -0.34 0.47 4.66
H -0.77 -0.83 1.02
H -1.92 -0.54 2.41
H 1.13 -0.16 2.75
H 0.18 -1.58 3.28
Br 4.31 2.40 3.08
C 3.44 1.77 4.74
C 4.38 0.87 5.51
Br 3.50 0.47 7.23
H 2.56 1.24 4.38
H 3.19 2.64 5.34
H 5.38 1.26 5.68
H 4.54 -0.07 4.99

Calculated values
SMILES: COC[C@H](C)N.COC[C@H](C)N.BrCCBr.BrCCBr.BrCCBr
molar mass: 741.9 g/mol
LUMO energy: 0.246 eV
net charge: 0

=====

[8]
Density functional theory data (ωB97M-V/def2-TZVPD) for a 2-piece molecular cluster, C14H34NO4S overall.

CARTESIAN COORDINATES (ANGSTROEM)
C 0.43 -0.19 1.34
C 0.57 -0.52 -0.15
C 0.02 0.55 -1.12
C 1.13 1.37 -1.78
C 1.94 2.16 -0.77
C 2.99 3.09 -1.38
C 4.37 2.48 -1.74
C 4.59 0.99 -1.42
C 4.94 0.73 0.03
O 5.41 -0.62 0.23
S 4.27 -1.76 0.18
O 4.16 -2.29 1.51
O 5.17 -2.83 -0.64
H -0.27 -0.85 1.85
H 0.07 0.83 1.50
H 1.38 -0.27 1.88
H 0.10 -1.49 -0.36
H 1.63 -0.68 -0.38
H -0.60 0.08 -1.89
H -0.64 1.24 -0.57
H 0.71 2.05 -2.53
H 1.76 0.67 -2.35
H 1.24 2.76 -0.16
H 2.42 1.48 -0.07
H 2.56 3.54 -2.28
H 3.15 3.93 -0.69
H 5.16 3.04 -1.22
H 4.57 2.64 -2.80
H 3.70 0.42 -1.69
H 5.41 0.60 -2.03
H 5.76 1.36 0.36
H 4.11 0.91 0.72
H 4.78 -2.98 -1.52
C -2.86 -1.68 0.21
N -4.27 -1.58 0.71
C -4.79 -2.97 0.90
C -5.11 -0.88 -0.31
C -4.36 -0.88 2.05
C -4.06 0.60 2.08
O -2.73 0.79 1.64
H -2.85 -2.37 -0.63
H -2.51 -0.69 -0.09
H -2.23 -2.05 1.01
H -4.75 -3.49 -0.05
H -5.82 -2.92 1.26
H -4.16 -3.48 1.63
H -4.71 0.11 -0.49
H -6.13 -0.82 0.06
H -5.08 -1.46 -1.23
H -3.67 -1.41 2.71
H -5.38 -1.04 2.42
H -4.19 0.90 3.12
H -4.77 1.18 1.48
H -2.55 1.72 1.47

Calculated values
molar mass: 312.5 g/mol
LUMO energy: -2.647 eV
net charge: +1